Entry 1:
102
Properties=species:S:1:pos:R:3 method="wB97M-V/def2-TZVPD" orbital_gap_ev="7.08 / 5.71" e_tot_ev=-93385.4011 largest_force_ev_per_a=0.142 lumo_energy_ev="-5.626 / -6.907" charge=+2
Tl -1.3270 -1.4236 -1.0855
C -1.8964 -0.5087 4.2679
C -2.4796 0.8987 4.4458
C -2.7792 1.6436 3.1419
Sb -1.3634 1.4711 1.4959
C 0.3356 2.1887 2.5966
C 1.6132 1.7709 2.1941
C 2.7384 2.1074 2.9363
C 2.6027 2.8626 4.0935
C 1.3458 3.3023 4.4944
C 0.2219 2.9716 3.7502
C -1.9281 3.2834 0.5348
C -1.3543 4.5128 0.8459
C -1.7137 5.6550 0.1387
C -2.6456 5.5764 -0.8873
C -3.2239 4.3534 -1.2029
C -2.8629 3.2123 -0.4967
Sb 0.2495 -0.4766 4.2202
C 0.8594 -0.5771 6.2147
C 2.1614 -0.9822 6.5055
C 2.5740 -1.0509 7.8270
C 1.6977 -0.7038 8.8471
C 0.4056 -0.2852 8.5550
C -0.0164 -0.2113 7.2372
C 1.0657 -2.1925 3.3131
C 1.5166 -2.0922 1.9996
C 2.1249 -3.1838 1.3963
C 2.2768 -4.3680 2.1053
C 1.8174 -4.4683 3.4127
C 1.2153 -3.3788 4.0284
H -2.2360 -0.9901 3.3506
H -2.1269 -1.1673 5.1078
H -1.8174 1.5033 5.0718
H -3.4077 0.8053 5.0159
H -2.9440 2.7036 3.3375
H -3.7098 1.2627 2.7124
H 1.7222 1.1728 1.2937
H 3.7178 1.7777 2.6136
H 3.4760 3.1195 4.6784
H 1.2437 3.9062 5.3868
H -0.7498 3.3291 4.0715
H -0.6161 4.5921 1.6351
H -1.2668 6.6075 0.3932
H -2.9289 6.4673 -1.4320
H -3.9630 4.2908 -1.9918
H -3.3211 2.2630 -0.7574
H 2.8481 -1.2553 5.7126
H 3.5792 -1.3740 8.0615
H 2.0239 -0.7576 9.8770
H -0.2720 -0.0170 9.3542
H -1.0253 0.1183 7.0187
H 1.4110 -1.1670 1.4457
H 2.4839 -3.1060 0.3772
H 2.7602 -5.2165 1.6388
H 1.9392 -5.3923 3.9622
H 0.8823 -3.4594 5.0561
S 1.5686 -0.3555 -1.1371
C 1.3971 1.2030 -1.7454
N 2.2697 1.6244 -2.7175
C 2.1977 2.8317 -3.3098
C 1.2178 3.6948 -2.9304
C 0.3675 3.2543 -1.9008
N 0.4540 2.0734 -1.3242
H 2.9828 0.9610 -2.9918
H 2.9416 3.0464 -4.0642
H 1.1202 4.6728 -3.3739
H -0.4127 3.9082 -1.5213
C -0.9598 -4.6401 0.4664
C -0.0384 -4.6347 -0.6962
C 0.8676 -5.6899 -1.0730
C 1.4997 -5.2600 -2.1959
C 0.9673 -3.9489 -2.4834
C 1.3381 -3.0722 -3.6157
N 0.0524 -3.5950 -1.5553
H -1.1769 -5.6583 0.7848
H -1.9006 -4.1416 0.2314
H -0.5017 -4.1176 1.3138
H 0.9766 -6.6337 -0.5626
H 2.2355 -5.7791 -2.7895
H 1.6276 -3.6607 -4.4854
H 2.1949 -2.4534 -3.3300
H 0.5195 -2.3995 -3.8709
C -0.9621 -1.2649 -10.0297
C -0.9111 -0.7887 -8.6065
C -0.1232 0.3005 -8.2436
C -0.0889 0.7488 -6.9318
C -0.8650 0.1085 -5.9783
C -1.6527 -0.9852 -6.3093
C -1.6669 -1.4261 -7.6201
S -0.8221 0.7064 -4.3091
C -2.3013 1.7179 -4.3267
O -1.1671 -0.4658 -3.4238
H -0.1114 -0.9006 -10.6024
H -1.8708 -0.9059 -10.5164
H -0.9730 -2.3531 -10.0804
H 0.4787 0.7961 -8.9948
H 0.5379 1.5899 -6.6573
H -2.2297 -1.4887 -5.5439
H -2.2740 -2.2821 -7.8878
H -3.1505 1.0840 -4.5777
H -2.1759 2.5065 -5.0681
H -2.4115 2.1489 -3.3311

=====

Entry 2:
85
Properties=species:S:1:pos:R:3 method="wB97M-V/def2-TZVPD" orbital_gap_ev=9.99 e_tot_ev=-81494.0976 largest_force_ev_per_a=6.410 smiles="CC(C)CC[C@]1(CCC(N)=O)COC(=O)O1.O=C1OC[C@@H](F)O1.O=C1OC[C@@H](F)O1.O=C1OC[C@@H](F)O1.O=C1OC[C@@H](F)O1.O=C1OC[C@@H](F)O1" lumo_energy_ev=0.356 charge=0
C -2.2066 -3.5284 2.0315
C -2.5489 -2.1169 1.5640
C -3.9198 -1.7893 2.1299
C -1.4364 -1.2332 2.0623
C -1.7683 0.2281 2.2032
C -1.5062 1.1189 1.0157
C -0.0640 1.2038 0.5012
C 0.2113 0.4940 -0.8262
C 0.4070 1.4651 -1.9549
N 0.0920 1.0345 -3.2302
O 0.7963 2.5511 -1.7988
C -1.7050 2.5051 1.6589
O -2.2932 3.3181 0.6864
C -2.7294 2.4664 -0.2973
O -3.2617 2.8690 -1.2111
O -2.4894 1.2166 -0.0117
H -2.0388 -3.4819 3.0936
H -3.0479 -4.1780 1.8895
H -1.3020 -3.8999 1.5879
H -2.6132 -2.1690 0.4885
H -3.8663 -1.5213 3.1712
H -4.5860 -2.6046 1.9592
H -4.3030 -0.9288 1.6098
H -1.0242 -1.6122 2.9773
H -0.6447 -1.3007 1.3321
H -2.7679 0.4170 2.5443
H -1.1128 0.6118 2.9623
H 0.5929 0.8997 1.2857
H 0.1217 2.2461 0.3230
H 1.1054 -0.0856 -0.7097
H -0.5726 -0.1769 -1.1190
H -0.1212 0.0353 -3.2949
H 0.9157 1.1608 -3.7975
H -2.3469 2.4155 2.5236
H -0.7891 2.8377 2.1107
C -0.9016 -4.9431 -3.3602
C -1.4749 -4.1818 -2.1948
O -0.6989 -2.9781 -2.2029
C -0.3277 -2.7734 -3.4930
O 0.1029 -1.7505 -3.9177
O -0.5084 -3.8837 -4.2359
F -1.2726 -4.8424 -1.0347
H -0.0249 -5.5268 -3.0753
H -1.6250 -5.5979 -3.8374
H -2.5322 -3.9285 -2.2916
C 3.9426 -2.2918 -3.6621
C 3.8441 -1.7908 -2.2452
O 3.0355 -2.7964 -1.6190
C 3.2782 -3.9594 -2.3094
O 2.9909 -5.0422 -1.9330
O 3.8902 -3.7071 -3.4858
F 3.2056 -0.5968 -2.2138
H 3.0983 -1.9691 -4.2733
H 4.8683 -1.9936 -4.1482
H 4.8008 -1.7136 -1.7258
C -1.9140 6.2467 -0.0451
C -2.6616 6.8694 -1.1972
O -2.0109 8.1229 -1.3449
C -0.7233 7.9559 -0.9153
O 0.1586 8.7085 -1.1341
O -0.6003 6.8051 -0.2095
F -3.9683 7.0828 -0.8949
H -2.3201 6.5546 0.9202
H -1.8924 5.1608 -0.0908
H -2.5952 6.3126 -2.1321
C -2.7386 4.2960 6.1676
C -4.1650 3.8441 6.3755
O -4.2263 2.6623 5.5935
C -2.9676 2.1346 5.5696
O -2.7079 1.0336 5.2339
O -2.0557 3.0477 5.9881
F -5.0526 4.7446 5.8913
H -2.6300 4.9038 5.2689
H -2.3380 4.8425 7.0164
H -4.4201 3.6081 7.4095
C 8.1190 -4.6962 -2.5994
C 7.3860 -4.2866 -1.3433
O 7.4591 -2.8674 -1.3981
C 7.5257 -2.5276 -2.7197
O 7.3283 -1.4422 -3.1410
O 7.8289 -3.6033 -3.4827
F 8.0167 -4.7205 -0.2279
H 9.1957 -4.7608 -2.4416
H 7.7627 -5.6363 -3.0103
H 6.3396 -4.5964 -1.3083

=====

Entry 3:
77
Properties=species:S:1:pos:R:3 method="wB97M-V/def2-TZVPD" orbital_gap_ev=5.18 e_tot_ev=-88828.3107 largest_force_ev_per_a=3.541 lumo_energy_ev=-11.438 charge=+3
C 2.7319 4.0306 -3.9511
C 1.2143 4.1974 -4.1150
C 0.4370 2.8943 -4.0599
O -0.0400 2.5704 -2.7518
C -0.3787 1.1966 -2.4499
C -0.7943 1.2069 -0.9620
S -2.2120 2.4278 -0.8514
O -3.3381 1.7120 -1.3039
O -1.8547 3.6537 -1.4387
F -2.2433 2.6340 0.6674
C -1.2005 -0.2220 -0.3943
C -2.6082 -0.6358 0.1820
C -3.6622 -0.9720 -0.9091
C -3.3119 0.1290 1.3131
C -2.5456 0.3845 2.6071
C -3.4847 0.6518 3.7903
P -0.9764 -1.4781 -1.8612
C -1.3834 -3.1421 -1.2511
O 0.6345 -1.5228 -1.9821
N -0.1642 -0.6389 0.6079
C 0.3500 0.1922 1.5165
N 0.8880 -0.1813 2.6716
N 1.4866 0.8575 3.4061
C 0.9288 -1.5586 3.1680
C 1.5354 -2.5495 2.1810
C 3.0257 -2.8264 2.3023
C 3.3462 -3.9644 1.3469
O 3.0667 -3.4453 0.0454
C 2.6286 -4.2934 -0.9005
O 2.4596 -3.9451 -2.0320
N 0.3702 1.5211 1.1940
C 0.4527 1.7204 -0.2338
C 0.5410 3.1986 -0.5540
O 0.9251 3.4652 -1.7602
O 0.3169 4.0533 0.1923
S 2.2044 1.1399 -0.6463
O 2.3576 -0.2337 -0.3639
O 2.9425 2.1116 0.0760
F 2.3823 1.3793 -2.1461
H 3.0451 2.9973 -3.8808
H 3.0867 4.5893 -3.0911
H 3.2367 4.4434 -4.8151
H 1.0442 4.5902 -5.1132
H 0.7848 4.9091 -3.4193
H 1.0142 2.0765 -4.4848
H -0.4647 3.0068 -4.6745
H -1.2013 0.8935 -3.1094
H 0.5043 0.5975 -2.6226
H -2.4219 -1.5993 0.6594
H -3.4877 -0.4792 -1.8521
H -3.7787 -2.0390 -1.0363
H -4.6292 -0.6113 -0.5804
H -4.1262 -0.5358 1.5950
H -3.8291 1.0209 0.9887
H -1.9865 -0.5395 2.8413
H -1.8230 1.1887 2.5346
H -3.1354 0.1598 4.6929
H -4.4860 0.2827 3.5931
H -3.5675 1.7114 3.9977
H -1.4363 -3.2392 -0.1680
H -0.6095 -3.8246 -1.5907
H -2.3209 -3.4871 -1.6658
H 0.9678 -2.2528 -2.5257
H -0.2936 -1.5968 0.8899
H 0.9443 1.0745 4.2333
H 2.4377 0.6121 3.6483
H 1.4690 -1.5398 4.1070
H -0.1156 -1.8739 3.4345
H 1.3716 -2.2385 1.1552
H 1.0037 -3.4990 2.2959
H 3.5793 -1.9620 1.9438
H 3.3468 -3.1185 3.2974
H 2.6697 -4.7952 1.5497
H 4.3642 -4.3165 1.4641
H 2.3632 -5.2991 -0.5490
H 1.1669 1.9956 1.6249
Tl -1.7147 -3.0208 4.2828

=====

Entry 4:
38
Properties=species:S:1:pos:R:3 method="wB97M-V/def2-TZVPD" orbital_gap_ev=8.58 e_tot_ev=-28560.2194 largest_force_ev_per_a=0.820 smiles=CCCCCCCCCSc1n[nH]c(N)n1 lumo_energy_ev=0.618 charge=0
C 5.9234 3.7210 0.5666
C 5.3957 2.8991 -0.6030
C 3.8895 3.0720 -0.7853
C 3.3582 2.2397 -1.9499
C 1.8874 2.5105 -2.2720
C 0.9014 2.1790 -1.1497
C 0.8624 0.6923 -0.8021
C -0.1509 0.3571 0.2937
C -1.5889 0.5083 -0.1747
H -1.7955 -0.1405 -1.0238
H -1.8292 1.5404 -0.4230
S -2.7815 0.0639 1.1374
C -2.6956 -1.6623 1.0362
N -3.3762 -2.4524 1.8327
N -3.0302 -3.6959 1.4050
C -2.1652 -3.5829 0.3715
N -1.9291 -2.3136 0.1201
N -1.6816 -4.6402 -0.3383
H -1.5975 -5.5142 0.1553
H -0.9002 -4.4090 -0.9306
H -3.4428 -4.5102 1.8273
H 0.0167 0.9990 1.1613
H -0.0050 -0.6794 0.6039
H 0.6250 0.1151 -1.6987
H 1.8486 0.3792 -0.4556
H -0.0906 2.4979 -1.4752
H 1.1519 2.7532 -0.2564
H 1.7778 3.5681 -2.5250
H 1.6142 1.9315 -3.1580
H 3.5033 1.1796 -1.7348
H 3.9471 2.4710 -2.8416
H 3.3880 2.7793 0.1387
H 3.6680 4.1268 -0.9656
H 5.6194 1.8429 -0.4345
H 5.9081 3.2022 -1.5192
H 5.4415 3.4186 1.4940
H 5.7255 4.7791 0.4086
H 6.9969 3.5858 0.6779

=====

Entry 5:
58
Properties=species:S:1:pos:R:3 method="wB97M-V/def2-TZVPD" orbital_gap_ev=6.70 e_tot_ev=-63576.1287 largest_force_ev_per_a=2.314 lumo_energy_ev=1.921 charge=-1
O 1.5673 -2.5492 -2.7363
O 1.4484 2.7105 -1.4116
O 2.3465 -0.5316 -5.6936
O -2.9253 -1.3266 -3.0021
O -1.8559 0.8186 -3.4949
O 3.5552 2.0416 -1.6538
N -1.8639 -1.7810 6.5424
N -2.1608 -1.2843 4.2603
S 0.0247 -0.4776 8.0263
C 2.5273 -1.8491 -2.4376
C 2.3841 2.2013 -2.0706
C 1.4109 -0.2566 -4.9382
C 0.5934 0.7757 5.7999
C 0.9614 0.7087 7.1235
C -2.4709 -1.9518 5.3685
C -0.8883 -0.8797 6.5813
C -1.1694 -0.4056 4.2946
C -0.9108 1.2211 0.9551
C -1.9536 -0.9083 1.3330
C -1.3178 1.1902 -0.3839
C -2.3785 -0.9446 0.0077
C -0.4960 -0.1520 5.4776
C -1.2432 0.1886 1.8415
C -2.0901 0.1176 -0.8498
N -0.8006 0.3073 3.1651
N 0.1391 -0.2843 -5.3545
N 2.6401 -0.5653 -2.7530
C 3.6727 -2.4321 -1.6456
C 2.0413 1.5404 7.7517
C -0.2846 -0.7150 -6.6824
C 2.0617 1.6975 -3.4795
C -4.2982 0.8659 -2.4377
C 1.6464 0.2185 -3.4901
S -2.6983 0.0581 -2.5592
H 1.0648 1.4439 5.0833
H -3.2771 -2.6781 5.3150
H -0.3077 2.0618 1.2812
H -2.1785 -1.7713 1.9428
H -1.0115 1.9969 -1.0517
H -2.9259 -1.8125 -0.3550
H -0.1009 1.0160 3.3295
H -0.5734 0.0041 -4.6917
H 3.4348 -0.0458 -2.3993
H 4.5673 -2.4187 -2.2649
H 3.4235 -3.4530 -1.3651
H 3.8306 -1.8258 -0.7553
H 1.6211 2.1619 8.5477
H 2.5075 2.1949 7.0086
H 2.8133 0.8935 8.1783
H -0.0238 -1.7657 -6.8180
H -1.3624 -0.5883 -6.7892
H 0.2336 -0.1231 -7.4382
H 1.2540 2.2967 -3.9026
H 2.9415 1.8254 -4.1130
H -4.7662 0.8723 -3.4223
H -4.1562 1.8898 -2.0903
H -4.9244 0.3181 -1.7337
H 0.7020 0.1401 -2.9502

=====

Entry 6:
85
Properties=species:S:1:pos:R:3 method="wB97M-V/def2-TZVPD" s2=3.773 orbital_gap_ev="6.76 / 4.43" spin_multiplicity=4 e_tot_ev=-73349.7870 largest_force_ev_per_a=1.149 lumo_energy_ev="-8.114 / -10.443" charge=+3
Re -1.2187 0.5390 -0.2385
C -1.5750 -3.0421 4.1363
N -1.8887 -2.0465 3.0684
C -1.0741 -1.4452 2.2249
N -1.7858 -0.6216 1.4418
C -3.0754 -0.7709 1.9082
N -3.1631 -1.6274 2.8816
C -0.5741 -4.0672 3.6751
C -0.9284 -5.3983 3.4934
C 0.0244 -6.3156 3.0633
C 1.3129 -5.9063 2.7539
C 1.6632 -4.5705 2.9202
C 0.7334 -3.6739 3.4291
C 2.9646 -4.0603 2.4948
N 3.9852 -4.6757 2.0184
N 4.8991 -3.6940 1.6504
C 4.3530 -2.5664 1.9320
O 3.1193 -2.7106 2.4771
C 4.8222 -1.2061 1.6775
C 6.0253 -0.9764 1.0160
C 6.4085 0.3249 0.7347
C 5.5910 1.3951 1.0826
C 4.3962 1.1664 1.7512
C 3.5183 2.3186 2.1750
N 2.0887 2.0291 1.9195
C 1.5537 1.3914 0.8985
N 0.2245 1.3482 1.0740
C 0.0234 2.0131 2.2612
N 1.1359 2.4335 2.7885
C 4.0266 -0.1353 2.0617
H -2.5305 -3.4849 4.3964
H -1.2068 -2.4899 5.0000
H -0.0091 -1.6006 2.1747
H -3.9212 -0.2159 1.5330
H -1.9404 -5.7273 3.7007
H -0.2482 -7.3569 2.9543
H 2.0489 -6.6085 2.3826
H 1.0602 -2.6658 3.6608
H 6.6428 -1.8177 0.7283
H 7.3479 0.5109 0.2311
H 5.8990 2.4081 0.8475
H 3.7804 3.2335 1.6469
H 3.5840 2.5166 3.2425
H 2.1115 0.9670 0.0800
H -0.9415 2.1729 2.7171
H 3.1188 -0.3297 2.6226
C -4.9009 -1.9292 -1.2357
S -3.1504 -2.1481 -1.0078
C -2.7664 -3.0216 -2.5036
O -2.5742 -0.7203 -1.2713
H -5.0483 -1.2608 -2.0844
H -5.3202 -1.5108 -0.3231
H -5.3433 -2.9088 -1.4215
H -3.1890 -4.0242 -2.4172
H -1.6821 -3.0892 -2.5751
H -3.1958 -2.4876 -3.3509
N 4.1640 7.1468 -1.0443
C 3.3790 6.3114 -1.1171
C 2.4073 5.2510 -1.2028
C 1.2040 5.3504 -0.5071
C 0.2787 4.3236 -0.5786
C 0.5462 3.2027 -1.3623
C 1.7551 3.1008 -2.0547
C 2.6832 4.1233 -1.9751
C -0.4228 2.1194 -1.4519
C -1.2544 1.4414 -2.1359
H 1.0004 6.2301 0.0894
H -0.6536 4.4016 -0.0312
H 1.9702 2.2228 -2.6532
H 3.6213 4.0566 -2.5105
N -2.3133 0.9908 -5.4668
C -1.4237 0.8582 -4.5004
N -1.9197 1.3641 -3.3698
C -3.2109 1.8647 -3.6267
C -4.1299 2.5081 -2.8085
C -5.3096 2.8957 -3.4104
C -5.5624 2.6505 -4.7736
C -4.6451 2.0128 -5.5808
C -3.4565 1.6268 -4.9709
H -2.1581 0.7186 -6.4285
H -0.4405 0.4271 -4.6067
H -3.9259 2.7114 -1.7649
H -6.0571 3.4132 -2.8242
H -6.4998 2.9815 -5.2008
H -4.8374 1.8349 -6.6306